Here is a cluster of 8 separate species, C50H43N5O34P in total from OMol25. Energies are from ωB97M-V/def2-TZVPD.

Bonds (Å) are listed after each position.
Geometry (Å):
1 C 1.333 3.912 -2.280  O2 1.420, H21 1.095, H22 1.096, H23 1.084
2 O 0.940 3.541 -3.593  C1 1.420, C3 1.384
3 C -0.070 2.597 -3.644  O2 1.384, N4 1.456, H24 1.089, H25 1.090
4 N 0.348 1.265 -3.227  C3 1.456, C5 1.319, H26 1.015
5 C 0.064 0.795 -2.028  N4 1.319, N6 1.346, N20 1.347
6 N 0.465 -0.392 -1.533  C5 1.346, C7 1.315
7 C -0.059 -0.484 -0.331  N6 1.315, C8 1.492, N15 1.354
8 C 0.128 -1.681 0.539  C7 1.492, C9 1.526, H27 1.092, H28 1.093
9 C -1.199 -2.410 0.729  C8 1.526, O10 1.190, O11 1.338
10 O -2.088 -2.263 -0.048  C9 1.190
11 O -1.239 -3.343 1.688  C9 1.338, C12 1.409
12 C -0.302 -3.423 2.738  O11 1.409, C13 1.493, O14 1.182
13 C -0.426 -2.384 3.804  C12 1.493, H29 1.090, H30 1.087, H31 1.091
14 O 0.456 -4.330 2.745  C12 1.182
15 N -0.788 0.612 -0.013  C7 1.354, P16 1.749, N20 1.387
16 P -1.659 1.108 1.419  N15 1.749, N17 1.511, O18 1.577, O19 1.595
17 N -2.364 -0.034 2.113  P16 1.511, H32 1.011
18 O -0.497 1.792 2.237  P16 1.577, H33 0.964
19 O -2.460 2.341 0.801  P16 1.595, H34 0.972
20 N -0.704 1.436 -1.126  C5 1.347, N15 1.387, H35 1.015
21 H 1.804 3.077 -1.752  C1 1.095
22 H 0.473 4.275 -1.708  C1 1.096
23 H 2.067 4.704 -2.372  C1 1.084
24 H -0.403 2.543 -4.680  C3 1.089
25 H -0.917 2.856 -3.009  C3 1.090
26 H 0.868 0.679 -3.873  N4 1.015
27 H 0.665 -1.435 1.457  C8 1.092
28 H 0.767 -2.359 -0.033  C8 1.093
29 H -0.991 -2.807 4.636  C13 1.090
30 H -0.917 -1.475 3.466  C13 1.087
31 H 0.581 -2.160 4.159  C13 1.091
32 H -3.371 -0.022 2.199  N17 1.011
33 H 0.365 1.845 1.810  O18 0.964
34 H -3.255 2.018 0.344  O19 0.972
35 H -1.168 2.338 -1.151  N20 1.015
36 C -3.541 7.257 -0.695  C37 1.337, C42 1.450, H46 1.081
37 C -3.119 5.989 -0.659  C36 1.337, C38 1.509, O45 1.328
38 C -2.544 5.291 -1.867  C37 1.509, O39 1.233, C40 1.430
39 O -2.200 4.118 -1.709  C38 1.233
40 C -2.431 6.002 -3.103  C38 1.430, C41 1.348, H47 1.081
41 C -2.849 7.283 -3.153  C40 1.348, C42 1.520, O44 1.309
42 C -3.429 7.992 -1.940  C36 1.450, C41 1.520, O43 1.212
43 O -3.758 9.147 -2.101  C42 1.212
44 O -2.799 8.025 -4.230  C41 1.309, H48 0.980
45 O -3.156 5.228 0.429  C37 1.328, H49 0.974
46 H -3.959 7.760 0.166  C36 1.081
47 H -2.022 5.492 -3.964  C40 1.081
48 H -3.159 8.904 -3.990  O44 0.980
49 H -2.768 4.370 0.179  O45 0.974
50 C 6.683 4.537 -1.945  C51 1.344, C56 1.439, H60 1.081
51 C 7.902 4.622 -2.504  C50 1.344, C52 1.517, O59 1.316
52 C 8.102 4.664 -4.007  C51 1.517, O53 1.215, C54 1.448
53 O 9.249 4.755 -4.397  C52 1.215
54 C 6.937 4.588 -4.865  C52 1.448, C55 1.339, H61 1.081
55 C 5.724 4.501 -4.303  C54 1.339, C56 1.513, O58 1.325
56 C 5.529 4.482 -2.803  C50 1.439, C55 1.513, O57 1.224
57 O 4.373 4.416 -2.407  C56 1.224
58 O 4.597 4.422 -4.995  C55 1.325, H62 0.976
59 O 9.024 4.680 -1.818  C51 1.316, H63 0.979
60 H 6.534 4.512 -0.875  C50 1.081
61 H 7.086 4.605 -5.936  C54 1.081
62 H 3.871 4.369 -4.345  O58 0.976
63 H 9.750 4.744 -2.473  O59 0.979
64 C -1.090 -0.931 -5.770  C65 1.343, C70 1.435, H74 1.081
65 C -2.194 -1.427 -6.353  C64 1.343, C66 1.519, O73 1.312
66 C -2.167 -1.921 -7.789  C65 1.519, O67 1.215, C68 1.449
67 O -3.226 -2.336 -8.215  C66 1.215
68 C -0.923 -1.859 -8.529  C66 1.449, C69 1.342, H75 1.081
69 C 0.170 -1.359 -7.931  C68 1.342, C70 1.510, O72 1.322
70 C 0.142 -0.869 -6.504  C64 1.435, C69 1.510, O71 1.225
71 O 1.184 -0.430 -6.032  C70 1.225
72 O 1.348 -1.247 -8.520  C69 1.322, H76 0.976
73 O -3.359 -1.546 -5.762  C65 1.312, H77 0.983
74 H -1.066 -0.592 -4.743  C64 1.081
75 H -0.917 -2.208 -9.552  C68 1.081
76 H 1.961 -0.862 -7.867  O72 0.976
77 H -3.956 -2.006 -6.393  O73 0.983
78 C -4.283 -6.113 -5.073  C79 1.343, C84 1.442, H88 1.081
79 C -3.879 -7.382 -4.902  C78 1.343, C80 1.517, O87 1.318
80 C -3.191 -8.171 -5.999  C79 1.517, O81 1.216, C82 1.447
81 O -2.856 -9.305 -5.715  C80 1.216
82 C -2.980 -7.541 -7.284  C80 1.447, C83 1.341, H89 1.081
83 C -3.388 -6.275 -7.456  C82 1.341, C84 1.515, O86 1.322
84 C -4.058 -5.485 -6.351  C78 1.442, C83 1.515, O85 1.220
85 O -4.362 -4.339 -6.640  C84 1.220
86 O -3.242 -5.594 -8.580  C83 1.322, H90 0.980
87 O -4.032 -8.060 -3.781  C79 1.318, H91 0.979
88 H -4.773 -5.544 -4.296  C78 1.081
89 H -2.498 -8.113 -8.064  C82 1.081
90 H -3.621 -4.703 -8.424  O86 0.980
91 H -3.647 -8.946 -3.943  O87 0.979
92 C 3.721 -6.811 7.549  C93 1.341, C98 1.447, H102 1.081
93 C 4.496 -6.014 6.799  C92 1.341, C94 1.514, O101 1.322
94 C 3.962 -5.262 5.599  C93 1.514, O95 1.220, C96 1.444
95 O 4.752 -4.543 5.011  C94 1.220
96 C 2.574 -5.424 5.233  C94 1.444, C97 1.341, H103 1.081
97 C 1.798 -6.224 5.979  C96 1.341, C98 1.515, O100 1.322
98 C 2.327 -6.963 7.192  C92 1.447, C97 1.515, O99 1.217
99 O 1.522 -7.644 7.800  C98 1.217
100 O 0.515 -6.443 5.747  C97 1.322, H104 0.979
101 O 5.777 -5.784 7.032  C93 1.322, H105 0.980
102 H 4.093 -7.345 8.411  C92 1.081
103 H 2.203 -4.892 4.369  C96 1.081
104 H 0.217 -7.060 6.447  O100 0.979
105 H 6.078 -5.173 6.327  O101 0.980
106 C 5.158 -1.916 9.941  C107 1.340, C112 1.448, H116 1.081
107 C 4.362 -1.177 9.155  C106 1.340, C108 1.514, O115 1.323
108 C 4.577 -1.064 7.661  C107 1.514, O109 1.220, C110 1.445
109 O 3.773 -0.384 7.045  C108 1.220
110 C 5.694 -1.759 7.063  C108 1.445, C111 1.341, H117 1.081
111 C 6.493 -2.495 7.850  C110 1.341, C112 1.514, O114 1.322
112 C 6.265 -2.629 9.341  C106 1.448, C111 1.514, O113 1.216
113 O 7.045 -3.341 9.944  C112 1.216
114 O 7.530 -3.184 7.407  C111 1.322, H118 0.980
115 O 3.322 -0.486 9.594  C107 1.323, H119 0.977
116 H 5.008 -2.004 11.008  C106 1.081
117 H 5.846 -1.669 5.997  C110 1.081
118 H 7.908 -3.643 8.186  O114 0.980
119 H 2.934 -0.052 8.809  O115 0.977
120 C -5.795 3.691 4.710  C121 1.339, C126 1.450, H130 1.081
121 C -5.400 4.247 3.558  C120 1.339, C122 1.514, O129 1.327
122 C -6.378 4.666 2.480  C121 1.514, O123 1.221, C124 1.441
123 O -5.871 5.157 1.484  C122 1.221
124 C -7.788 4.453 2.689  C122 1.441, C125 1.344, H131 1.081
125 C -8.190 3.898 3.845  C124 1.344, C126 1.517, O128 1.317
126 C -7.214 3.490 4.932  C120 1.450, C125 1.517, O127 1.215
127 O -7.695 3.007 5.938  C126 1.215
128 O -9.450 3.656 4.146  C125 1.317, H132 0.979
129 O -4.136 4.483 3.231  C121 1.327, H133 0.983
130 H -5.106 3.389 5.486  C120 1.081
131 H -8.477 4.746 1.910  C124 1.081
132 H -9.453 3.261 5.041  O128 0.979
133 H -4.163 4.923 2.352  O129 0.983

Calculated values
- LUMO level (eV) = -4.086
- HOMO level (eV) = -10.97
- net charge = +1
- strongest force on any atom (eV/Å) = 0.52
- electronic energy (a.u.) = -5104.28157
- HOMO-LUMO gap (eV) = 6.9